Record 1
C4H9N2 | the ωB97M-V functional and the def2-TZVPD basis

The charge is +1. The value obtained for the relative energy (zero: lowest compared OMol25 entry of this formula, charge and spin) is 76.3 kcal per mole.

Atoms and positions in Å:
C  1.257  -0.425  -0.606
C  0.224  -0.431  1.404
C  1.075  0.570  0.477
C  -1.270  -0.852  -0.630
N  0.619  1.823  0.245
N  0.008  -0.941  0.062
H  1.060  0.097  -1.558
H  2.123  -1.107  -0.420
H  0.911  -1.069  2.066
H  -0.643  -0.010  1.785
H  -1.645  0.157  -1.045
H  -1.108  -1.315  -1.600
H  -1.989  -1.280  0.088
H  0.415  2.329  1.114
H  0.928  2.341  -0.524

=====

Record 2
C12H25N5O3 | the ωB97M-V functional and the def2-TZVPD basis

The charge is 0. The value obtained for the relative energy (zero: lowest compared OMol25 entry of this formula, charge and spin) is 91.5 kcal per mole. As for the SMILES: [H]/N=C(\N)NCCC[C@H](NC(=O)[C@@H](N)[C@@H](C)CC)C(=O)O.

Atoms and positions in Å:
H  -5.708  -3.212  -1.280
N  -4.927  -2.838  -1.725
C  -3.964  -2.997  -0.947
N  -3.930  -3.561  0.312
N  -2.666  -2.464  -1.241
C  -2.458  -1.496  -2.414
C  -1.186  -0.691  -2.110
C  -1.259  0.352  -1.062
C  -0.231  0.062  0.059
N  1.087  0.037  -0.706
C  2.278  0.659  -0.361
O  3.233  0.878  -1.094
C  2.436  1.230  1.079
N  3.824  1.253  1.382
C  1.678  2.560  1.180
C  0.981  2.659  2.603
C  2.593  3.857  1.120
C  3.088  4.295  -0.382
C  -0.402  -1.183  1.015
O  -1.081  -2.169  0.692
O  0.477  -1.271  1.958
H  -3.118  -3.615  0.872
H  -4.765  -3.564  0.874
H  -2.055  -2.274  -0.420
H  -3.419  -0.917  -2.438
H  -2.329  -2.168  -3.384
H  -0.384  -1.466  -2.293
H  -0.947  -0.119  -2.982
H  -1.113  1.413  -1.428
H  -2.305  0.415  -0.669
H  -0.255  0.971  0.619
H  1.015  -0.563  -1.553
H  1.887  0.604  1.758
H  4.163  0.441  1.732
H  4.323  1.351  0.542
H  0.969  2.592  0.394
H  0.832  3.733  2.730
H  1.637  2.273  3.343
H  0.031  2.216  2.893
H  2.001  4.742  1.583
H  3.603  3.746  1.622
H  3.648  3.437  -0.862
H  2.132  4.383  -0.982
H  3.726  5.153  -0.640
H  0.360  -1.907  2.690

=====

Record 3
C18H23NO6PS3Tc | the ωB97M-V functional and the def2-TZVPD basis

The charge is 0. The calculation puts the total energy at -76810.1349 eV.

Atoms and positions in Å:
Tc  -0.123  0.488  0.412
O  0.170  -0.209  2.297
N  -0.859  -0.862  2.869
C  -0.565  -1.490  4.036
C  -1.529  -2.152  4.730
C  -2.834  -2.171  4.209
C  -3.100  -1.533  3.033
C  -2.092  -0.843  2.323
S  -2.369  0.003  0.853
H  0.470  -1.404  4.324
H  -1.269  -2.645  5.654
H  -3.623  -2.690  4.737
H  -4.092  -1.533  2.602
C  0.871  -6.196  -0.516
O  2.143  -5.626  -0.242
C  2.218  -4.279  -0.147
C  3.512  -3.771  0.118
C  3.668  -2.424  0.214
C  2.587  -1.513  0.088
C  2.839  -0.103  0.146
C  4.241  0.443  0.179
O  1.935  0.754  0.176
C  1.295  -2.038  -0.164
O  0.215  -1.327  -0.328
C  1.140  -3.439  -0.291
H  1.025  -7.270  -0.556
H  0.485  -5.844  -1.474
H  0.160  -5.954  0.276
H  4.338  -4.458  0.229
H  4.658  -2.033  0.408
H  4.886  -0.023  -0.564
H  4.681  0.261  1.163
H  4.194  1.515  0.012
H  0.143  -3.793  -0.500
C  -4.099  4.456  -1.883
C  -3.543  3.076  -1.630
O  -2.659  3.088  -0.485
P  -1.087  3.057  -0.670
S  -0.237  2.860  1.108
S  -0.506  1.561  -1.831
O  -0.832  4.484  -1.335
C  0.487  5.077  -1.427
C  1.246  4.608  -2.645
H  -4.834  4.409  -2.690
H  -3.311  5.150  -2.173
H  -4.594  4.838  -0.991
H  -3.007  2.679  -2.494
H  -4.330  2.366  -1.377
H  1.023  4.858  -0.502
H  0.297  6.148  -1.465
H  1.529  3.561  -2.561
H  2.152  5.207  -2.757
H  0.644  4.732  -3.547

=====

Record 4
C49H108F30N5OP7 | the ωB97M-V functional and the def2-TZVPD basis

Its multiplicity is 2. The charge is +1. Its expectation value of S² is 0.75. The calculation puts the total energy at -208625.7871 eV.

Atoms and positions in Å:
C  -17.260  -10.417  14.956
C  -18.764  -10.203  14.682
N  -19.093  -11.015  13.531
C  -18.803  -10.745  12.168
C  -19.412  -11.665  11.377
N  -19.998  -12.593  12.212
C  -19.725  -12.229  13.489
C  -20.863  -13.682  11.706
H  -16.583  -10.263  14.116
H  -17.281  -11.460  15.275
H  -17.022  -9.670  15.713
H  -18.974  -9.187  14.348
H  -19.525  -10.407  15.436
H  -18.323  -9.802  11.951
H  -19.464  -11.685  10.299
H  -20.003  -12.769  14.382
H  -21.248  -13.416  10.721
H  -21.731  -13.681  12.365
H  -20.279  -14.602  11.694
C  -18.951  -19.194  15.273
C  -18.986  -20.629  14.563
N  -19.942  -20.771  13.522
C  -20.084  -20.129  12.252
C  -21.114  -20.712  11.569
N  -21.674  -21.659  12.397
C  -20.866  -21.781  13.500
C  -22.846  -22.384  12.099
H  -19.690  -19.110  16.070
H  -19.045  -18.246  14.744
H  -18.019  -19.158  15.837
H  -19.055  -21.479  15.241
H  -18.047  -20.647  14.010
H  -19.521  -19.246  11.990
H  -21.591  -20.537  10.616
H  -20.983  -22.540  14.259
H  -22.857  -22.533  11.019
H  -23.644  -21.729  12.446
H  -22.772  -23.383  12.529
C  -9.240  -14.455  12.246
C  -8.589  -14.713  13.564
C  -9.130  -16.013  14.319
C  -8.899  -16.043  15.847
P  -9.462  -17.657  16.658
C  -8.258  -18.904  16.205
C  -8.434  -20.335  16.762
C  -7.157  -21.138  16.989
C  -7.514  -22.621  17.355
C  -11.148  -18.197  16.141
C  -12.312  -17.514  16.952
C  -12.484  -15.968  16.780
C  -13.205  -15.588  15.474
C  -9.224  -17.343  18.458
C  -7.917  -16.694  18.884
C  -7.854  -16.387  20.359
C  -6.630  -15.431  20.788
H  -9.151  -15.075  11.353
H  -8.802  -13.496  11.968
H  -10.288  -14.185  12.370
H  -8.753  -13.817  14.163
H  -7.519  -14.833  13.395
H  -8.937  -16.999  13.897
H  -10.211  -16.044  14.180
H  -9.467  -15.261  16.353
H  -7.826  -15.993  16.035
H  -7.303  -18.506  16.547
H  -8.179  -18.788  15.124
H  -9.025  -21.040  16.177
H  -8.914  -20.384  17.739
H  -6.595  -20.631  17.773
H  -6.543  -21.126  16.088
H  -8.260  -22.693  18.146
H  -6.572  -23.094  17.631
H  -8.004  -23.113  16.514
H  -11.330  -19.264  16.266
H  -11.329  -18.148  15.067
H  -12.311  -17.789  18.007
H  -13.248  -18.002  16.678
H  -11.568  -15.377  16.790
H  -13.091  -15.596  17.606
H  -13.179  -14.557  15.122
H  -14.219  -15.990  15.475
H  -12.785  -16.146  14.637
H  -9.299  -18.268  19.030
H  -10.095  -16.734  18.700
H  -7.839  -15.758  18.330
H  -7.039  -17.299  18.655
H  -7.933  -17.278  20.982
H  -8.750  -15.819  20.607
H  -6.528  -14.648  20.037
H  -5.686  -15.964  20.672
H  -6.676  -15.021  21.797
C  -16.346  -20.971  11.399
C  -15.252  -21.368  10.427
C  -14.016  -21.765  11.269
C  -14.022  -23.192  11.946
P  -12.975  -23.325  13.405
C  -13.130  -24.933  14.308
C  -12.894  -25.003  15.846
C  -12.779  -26.495  16.334
C  -11.616  -27.313  15.841
C  -11.151  -23.178  12.943
C  -10.053  -23.514  13.976
C  -8.678  -23.138  13.439
C  -8.421  -23.664  12.028
C  -13.301  -21.942  14.557
C  -14.828  -21.756  14.968
C  -15.023  -20.442  15.792
C  -15.208  -19.180  14.979
H  -16.828  -21.827  11.872
H  -17.072  -20.593  10.680
H  -16.078  -20.161  12.078
H  -14.897  -20.664  9.675
H  -15.578  -22.259  9.892
H  -13.747  -20.931  11.916
H  -13.203  -21.699  10.546
H  -13.705  -23.935  11.215
H  -15.022  -23.530  12.217
H  -12.270  -25.394  13.821
H  -14.040  -25.436  13.981
H  -13.669  -24.523  16.445
H  -12.002  -24.410  16.049
H  -13.751  -26.965  16.183
H  -12.630  -26.419  17.411
H  -11.670  -27.676  14.815
H  -11.443  -28.096  16.579
H  -10.715  -26.709  15.947
H  -11.088  -22.133  12.638
H  -10.900  -23.797  12.081
H  -10.189  -24.577  14.173
H  -10.155  -23.058  14.962
H  -7.844  -23.426  14.078
H  -8.680  -22.056  13.570
H  -8.573  -24.734  11.891
H  -7.384  -23.485  11.744
H  -9.082  -23.207  11.293
H  -12.940  -21.099  13.967
H  -12.647  -21.956  15.429
H  -15.167  -22.614  15.549
H  -15.475  -21.796  14.092
H  -14.141  -20.323  16.421
H  -15.827  -20.439  16.528
H  -16.129  -19.227  14.399
H  -14.416  -19.056  14.240
H  -15.205  -18.285  15.602
C  -15.121  -16.027  12.234
N  -15.754  -16.169  10.852
C  -15.175  -15.096  9.891
C  -15.387  -17.540  10.236
C  -17.281  -16.086  10.807
C  -18.114  -17.307  11.222
O  -17.522  -18.017  12.298
H  -15.491  -15.030  12.473
H  -14.038  -15.952  12.130
H  -15.360  -16.822  12.941
H  -15.384  -15.402  8.866
H  -14.101  -15.029  10.061
H  -15.662  -14.137  10.067
H  -15.675  -18.452  10.758
H  -14.319  -17.592  10.026
H  -15.947  -17.602  9.303
H  -17.498  -15.887  9.757
H  -17.655  -15.327  11.493
H  -18.213  -17.999  10.385
H  -19.125  -16.924  11.363
H  -17.573  -17.562  13.142
P  -14.925  -18.974  5.901
F  -13.910  -19.529  4.747
F  -15.237  -20.565  6.251
F  -13.758  -19.123  6.923
F  -15.919  -18.495  7.148
F  -14.556  -17.385  5.647
F  -16.189  -18.942  4.807
P  -21.284  -17.135  8.722
F  -21.058  -17.944  7.314
F  -20.413  -18.177  9.654
F  -19.896  -16.290  8.618
F  -21.672  -16.443  10.145
F  -22.156  -16.037  7.796
F  -22.669  -18.063  8.857
P  -11.304  -18.347  11.489
F  -12.855  -18.276  12.094
F  -11.622  -17.668  10.028
F  -11.125  -16.872  12.217
F  -9.721  -18.242  11.138
F  -10.941  -19.209  12.820
F  -11.391  -19.776  10.788
P  -17.881  -12.604  8.148
F  -19.234  -13.257  8.785
F  -17.219  -12.499  9.630
F  -17.094  -14.016  7.798
F  -16.548  -11.896  7.498
F  -18.524  -12.677  6.635
F  -18.480  -11.136  8.364
P  -17.702  -15.262  15.229
F  -18.580  -14.126  16.107
F  -18.179  -16.346  16.382
F  -19.051  -15.563  14.343
F  -16.970  -16.517  14.527
F  -17.314  -14.151  14.048
F  -16.429  -14.983  16.031